Record 1
Formula: C16H7F8IrNS6
Source: OMol25
Level of theory: ωB97M-V/def2-TZVPD

XYZ file:
```
39
Properties=species:S:1:pos:R:3
Ir 0.6752 -0.0122 -0.1440
F 1.9249 5.1769 4.5646
C 2.0054 4.2176 3.6825
C 0.8630 3.8352 2.9736
F -0.2880 4.4393 3.2037
C 0.9461 2.8365 2.0353
F -0.1609 2.4934 1.3848
C 2.1702 2.1918 1.7593
S 2.4506 1.0032 0.5519
C 3.3000 2.5932 2.5086
F 4.4577 1.9927 2.2953
C 3.2245 3.5823 3.4578
F 4.2879 3.9327 4.1502
F -3.0305 -3.2568 4.5884
C -1.7210 -3.4995 4.5119
F -1.5444 -4.7914 4.2372
F -1.1645 -3.2281 5.6892
C -1.1120 -2.6505 3.4087
C -0.1122 -1.7323 3.6784
C 0.3912 -0.9795 2.6389
N -0.0658 -1.1220 1.3794
C -1.0373 -2.0155 1.1205
C -1.5807 -2.7966 2.1116
H 0.2794 -1.6048 4.6773
H 1.1738 -0.2561 2.8074
H -1.3822 -2.0960 0.0956
H -2.3526 -3.5143 1.8682
C -2.6233 3.4023 -2.8023
S -1.9376 2.7834 -4.3645
C -0.2581 2.5273 -4.0462
C 0.3516 1.7813 -3.0104
S -0.5641 0.8461 -1.8967
S 2.0576 1.7361 -3.0490
C 2.2869 2.6291 -4.5230
S 3.7331 2.9418 -5.1542
S 0.7893 3.1707 -5.2138
H -3.7004 3.2846 -2.9027
H -2.3800 4.4574 -2.7098
H -2.2754 2.8451 -1.9407
```

Frontier orbital gap (alpha / beta), eV: 5.6977 / 5.7299
Multiplicity: 2
⟨S²⟩: 1.230
Net charge: +2



Record 2
Formula: C15H19N3O10S4Ti
Source: OMol25
Level of theory: ωB97M-V/def2-TZVPD

XYZ file:
```
52
Properties=species:S:1:pos:R:3
Ti 1.4563 1.1730 1.2953
O 2.0986 1.1422 3.2386
S -0.9155 1.1261 3.7125
O -0.4547 1.5359 2.2732
O 2.0213 2.3857 2.8524
C -1.8092 -0.3652 3.6281
C -2.5183 -0.6645 4.8102
C -3.2769 -1.8050 4.9380
C -3.3774 -2.7031 3.8773
C -2.6858 -2.4309 2.7110
C -1.9016 -1.2865 2.5705
S -1.0335 -1.1289 1.0141
O -1.7223 -0.1017 0.2303
O -1.1189 -2.4462 0.4039
O 0.3542 -0.7877 1.3653
H -2.4594 0.0437 5.6305
H -3.8038 -1.9955 5.8674
H -3.9740 -3.6031 3.9634
H -2.7169 -3.1182 1.8769
O 1.1187 0.6344 -0.9606
C 1.5329 -0.1810 -1.7580
C 1.7867 -1.6305 -1.4574
C 0.9326 -2.4803 -2.4227
C -0.4266 -1.8670 -2.8245
C -0.4012 -0.8847 -4.0055
C 0.3126 0.4348 -3.7041
N 1.6253 0.1702 -3.1125
H 1.5072 -1.8038 -0.4223
H 2.8560 -1.8276 -1.5477
H 0.7414 -3.4356 -1.9309
H 1.4953 -2.7154 -3.3364
H -0.8811 -1.3956 -1.9510
H -1.0990 -2.6877 -3.0913
H -1.4285 -0.6744 -4.3225
H 0.0961 -1.3655 -4.8598
H -0.2498 1.0247 -2.9794
H 0.4265 1.0396 -4.6075
H 2.0969 -0.5649 -3.6245
O 2.9860 -0.2450 0.9795
S 4.2190 0.4072 0.3797
O 5.3389 0.3491 1.2966
O 4.4918 -0.1786 -0.9285
S 3.5359 2.3198 0.1552
N -0.9145 2.5692 -0.1596
C -1.4655 3.5294 -0.9111
C -0.5153 4.5231 -1.0614
C 0.5957 4.0539 -0.3395
N 0.3302 2.8750 0.1956
H -1.2947 1.6638 0.1460
H -2.4724 3.4364 -1.2814
H -0.6107 5.4457 -1.6073
H 1.5713 4.4908 -0.2039
```

Frontier orbital gap (alpha / beta), eV: 6.0978 / 6.1484
Multiplicity: 3
⟨S²⟩: 2.006
Net charge: -2



Record 3
Formula: C4H4O
Source: OMol25
Level of theory: ωB97M-V/def2-TZVPD

XYZ file:
```
9
Properties=species:S:1:pos:R:3
C 1.5107 0.2207 0.0326
C 0.2820 -0.0651 0.4752
C -0.7677 -0.8635 -0.1193
O -2.2041 -0.2041 -0.0400
C -1.0410 0.5554 0.1002
H 1.6773 0.9034 -0.7935
H 2.3903 -0.1278 0.5626
H -0.9060 -1.8352 0.3332
H -0.9415 1.4161 -0.5510
```

Frontier orbital gap (alpha / beta), eV: 6.7589 / 6.3191
SMILES: C=C1[C@H]2O[C@@H]12



Record 4
Formula: C3H2LiO3Pd
Source: OMol25
Level of theory: ωB97M-V/def2-TZVPD

XYZ file:
```
10
Properties=species:S:1:pos:R:3
O -1.1533 0.9468 -1.4722
O 0.6531 0.3905 0.5938
C 0.5458 -0.1895 1.7850
C 0.3922 -0.3839 -0.5939
O -0.0330 -1.2754 1.9032
C -0.2357 -0.0304 -1.7303
Pd 1.0860 0.8971 2.8420
H 0.1772 -0.1448 -2.7348
H -0.3362 1.5975 -0.9865
Li -1.0961 -1.8077 0.3935
```

Frontier orbital gap (alpha / beta), eV: 8.5541 / 8.6249
Multiplicity: 3
⟨S²⟩: 2.007
Net charge: +1



Table of M (g/mol), in record order: 749.8; 577.5; 68.1; 199.4